{"formula": "C26H29CrN4O4SSi", "method": "ωB97M-V/def2-TZVPD", "lumo_energy_ev": [-0.305, -0.377], "charge": 0, "spin_multiplicity": 4, "homo_lumo_gap_ev": [7.593, 7.675], "symbols": ["Cr", "N", "C", "C", "O", "N", "C", "C", "O", "O", "H", "H", "H", "H", "H", "H", "C", "Si", "C", "C", "N", "C", "C", "C", "C", "C", "C", "O", "C", "C", "C", "C", "C", "C", "H", "H", "H", "H", "H", "H", "H", "H", "H", "H", "H", "H", "H", "H", "H", "H", "H", "H", "S", "C", "N", "C", "C", "C", "C", "C", "C", "H", "H", "H", "H", "H"], "xyz": [[-0.798, 0.878, -0.556], [-2.457, 1.302, -1.563], [-3.482, 1.884, -0.649], [-2.765, 2.754, 0.376], [-3.141, 3.869, 0.792], [-1.609, 2.168, 0.720], [-0.553, 3.063, 1.263], [0.515, 3.236, 0.112], [1.441, 4.001, 0.230], [0.428, 2.387, -0.847], [-2.103, 1.996, -2.221], [-2.796, 0.569, -2.144], [-4.011, 1.061, -0.258], [-4.234, 2.493, -1.203], [0.013, 2.541, 2.037], [-0.960, 3.959, 1.707], [1.535, -0.781, -4.678], [1.130, 0.422, -3.199], [2.749, 1.089, -2.580], [0.140, 1.823, -4.013], [0.156, -0.321, -1.954], [0.879, -1.342, -1.365], [1.142, -2.577, -1.954], [1.705, -3.645, -1.267], [2.146, -3.509, 0.078], [1.885, -2.292, 0.728], [1.214, -1.314, 0.009], [0.815, -0.069, 0.569], [1.418, 0.326, 1.720], [1.065, -0.169, 2.951], [1.761, 0.196, 4.107], [2.870, 1.075, 4.042], [3.250, 1.556, 2.815], [2.478, 1.185, 1.688], [1.808, -0.200, -5.530], [0.589, -1.346, -4.939], [2.368, -1.450, -4.451], [3.432, 0.577, -3.264], [3.129, 0.983, -1.568], [2.730, 2.207, -2.784], [0.443, 2.219, -4.957], [0.011, 2.682, -3.370], [-0.818, 1.309, -4.288], [0.873, -2.726, -2.922], [1.881, -4.563, -1.894], [2.657, -4.284, 0.594], [2.186, -2.186, 1.753], [0.149, -0.720, 3.014], [1.465, -0.306, 5.039], [3.440, 1.261, 4.979], [4.037, 2.347, 2.627], [2.695, 1.731, 0.786], [-2.467, -3.430, -0.232], [-2.059, -1.879, -0.877], [-1.930, -0.895, -0.056], [-2.279, -1.349, 1.284], [-2.149, -0.581, 2.448], [-2.610, -1.201, 3.638], [-3.041, -2.532, 3.643], [-3.044, -3.310, 2.530], [-2.624, -2.713, 1.311], [-1.718, -1.864, -1.884], [-1.795, 0.440, 2.264], [-2.610, -0.684, 4.541], [-3.273, -3.004, 4.590], [-3.305, -4.349, 2.484]]}

---

{"formula": "C30H42GeN4OPbSi", "method": "ωB97M-V/def2-TZVPD", "lumo_energy_ev": -0.649, "charge": 0, "homo_lumo_gap_ev": 5.904, "symbols": ["Pb", "C", "C", "C", "C", "C", "C", "N", "N", "C", "C", "C", "C", "C", "C", "H", "H", "H", "H", "H", "H", "H", "H", "H", "C", "N", "C", "C", "C", "N", "C", "C", "O", "H", "H", "H", "H", "H", "H", "H", "H", "H", "H", "H", "H", "C", "Si", "C", "C", "C", "C", "C", "C", "C", "H", "H", "H", "H", "H", "H", "H", "H", "H", "H", "H", "C", "Ge", "C", "C", "C", "H", "H", "H", "H", "H", "H", "H", "H", "H", "H"], "xyz": [[0.061, -1.219, 0.165], [0.749, 1.806, 5.177], [0.054, 0.691, 5.630], [-0.554, -0.165, 4.732], [-0.468, 0.089, 3.360], [0.203, 1.224, 2.912], [0.810, 2.075, 3.818], [-1.010, -0.768, 2.379], [-1.727, -1.702, 2.787], [-2.115, -2.669, 1.870], [-3.141, -3.529, 2.288], [-3.525, -4.576, 1.479], [-2.884, -4.770, 0.258], [-1.876, -3.909, -0.154], [-1.453, -2.851, 0.640], [1.246, 2.457, 5.884], [-0.010, 0.485, 6.691], [-1.090, -1.042, 5.064], [0.236, 1.421, 1.846], [1.336, 2.953, 3.466], [-3.620, -3.339, 3.241], [-4.315, -5.245, 1.791], [-3.167, -5.606, -0.370], [-1.393, -4.084, -1.111], [0.939, 3.029, -0.390], [-0.399, 3.586, -0.337], [-0.496, 5.033, -0.344], [-1.877, 5.455, -0.806], [-2.902, 4.783, 0.087], [-2.686, 3.350, 0.103], [-3.821, 2.525, 0.467], [-1.468, 2.759, -0.099], [-1.337, 1.533, -0.079], [1.430, 3.306, -1.326], [0.872, 1.947, -0.330], [1.545, 3.399, 0.444], [0.269, 5.419, -1.020], [-0.293, 5.440, 0.656], [-2.029, 5.135, -1.839], [-1.982, 6.539, -0.759], [-3.912, 4.970, -0.283], [-2.842, 5.194, 1.103], [-4.588, 2.554, -0.313], [-4.263, 2.884, 1.400], [-3.483, 1.503, 0.599], [-2.527, -1.080, -2.784], [-0.698, -0.850, -2.374], [-0.107, 0.815, -3.051], [0.303, -2.205, -3.233], [1.690, -2.243, -3.092], [2.451, -3.199, -3.743], [1.832, -4.148, -4.547], [0.452, -4.138, -4.685], [-0.305, -3.175, -4.031], [-2.662, -1.037, -3.867], [-3.121, -0.284, -2.333], [-2.916, -2.034, -2.424], [-0.322, 0.885, -4.120], [0.971, 0.930, -2.914], [-0.608, 1.636, -2.537], [2.181, -1.528, -2.443], [3.527, -3.210, -3.617], [2.424, -4.895, -5.061], [-0.036, -4.881, -5.303], [-1.383, -3.178, -4.147], [3.846, 0.275, 2.206], [3.605, -0.860, 0.585], [3.716, 0.401, -0.947], [5.186, -2.050, 0.477], [2.062, -2.030, 0.533], [4.896, 0.544, 2.333], [3.514, -0.254, 3.100], [3.262, 1.194, 2.119], [4.515, 1.124, -0.771], [2.783, 0.957, -1.074], [3.936, -0.118, -1.881], [6.083, -1.480, 0.231], [5.032, -2.812, -0.288], [5.352, -2.559, 1.428], [2.038, -2.583, 1.482]]}

---

{"formula": "C42H40N6P2PtSe2", "method": "ωB97M-V/def2-TZVPD", "lumo_energy_ev": 0.167, "charge": 0, "e_above_lowest_kj_mol": 0.0, "homo_lumo_gap_ev": 6.824, "symbols": ["Pt", "C", "N", "C", "C", "C", "C", "C", "C", "C", "N", "C", "C", "C", "C", "C", "C", "N", "C", "C", "H", "H", "H", "H", "H", "H", "H", "H", "H", "H", "H", "H", "H", "H", "H", "H", "H", "H", "H", "H", "Se", "P", "C", "C", "C", "C", "C", "C", "C", "C", "C", "C", "C", "C", "C", "C", "N", "N", "N", "P", "Se", "C", "C", "C", "C", "C", "C", "C", "C", "C", "C", "C", "C", "H", "H", "H", "H", "H", "H", "H", "H", "H", "H", "H", "H", "H", "H", "H", "H", "H", "H", "H", "H"], "xyz": [[0.185, -0.001, -0.680], [-0.369, 1.793, 2.967], [-0.161, 0.426, 2.533], [-1.203, -0.471, 2.997], [1.144, -0.102, 2.740], [1.923, 0.274, 3.827], [3.207, -0.226, 3.995], [3.718, -1.123, 3.070], [2.949, -1.502, 1.983], [1.663, -1.004, 1.800], [0.922, -1.336, 0.655], [0.577, -2.630, 0.392], [0.973, -3.771, 1.122], [0.613, -5.035, 0.701], [-0.166, -5.238, -0.433], [-0.642, -4.127, -1.115], [-0.300, -2.856, -0.692], [-0.921, -1.663, -1.283], [-1.033, -1.772, -2.752], [-2.286, -1.529, -0.704], [0.531, 2.377, 2.777], [-1.191, 2.230, 2.394], [-0.619, 1.877, 4.036], [-1.208, -0.567, 4.095], [-2.179, -0.095, 2.682], [-1.053, -1.463, 2.570], [1.527, 0.979, 4.546], [3.802, 0.086, 4.843], [4.723, -1.510, 3.180], [3.360, -2.162, 1.230], [1.577, -3.648, 2.008], [0.957, -5.889, 1.270], [-0.422, -6.234, -0.763], [-1.296, -4.261, -1.966], [-1.792, -2.510, -3.018], [-1.310, -0.812, -3.172], [-0.070, -2.076, -3.157], [-2.888, -2.394, -1.001], [-2.205, -1.496, 0.377], [-2.760, -0.617, -1.065], [2.784, 6.033, -2.343], [3.515, 4.902, -0.722], [3.456, 5.802, 0.853], [4.546, 5.875, 1.708], [4.444, 6.575, 2.902], [3.253, 7.193, 3.247], [2.159, 7.118, 2.393], [2.261, 6.431, 1.198], [5.246, 4.410, -0.942], [5.709, 3.108, -0.803], [7.052, 2.828, -1.013], [7.935, 3.843, -1.346], [7.474, 5.146, -1.483], [6.134, 5.428, -1.291], [2.608, 3.392, -0.369], [1.511, 2.742, -0.915], [1.366, 1.602, -0.187], [2.299, 1.572, 0.744], [3.044, 2.637, 0.662], [0.459, 3.009, -2.319], [-1.098, 1.521, -2.148], [-0.363, 4.605, -2.213], [-0.875, 5.264, -3.324], [-1.594, 6.436, -3.156], [-1.828, 6.936, -1.884], [-1.361, 6.249, -0.773], [-0.636, 5.082, -0.934], [1.485, 2.749, -3.784], [1.693, 3.678, -4.794], [2.505, 3.353, -5.871], [3.119, 2.113, -5.934], [2.923, 1.188, -4.916], [2.106, 1.501, -3.846], [5.473, 5.378, 1.453], [5.296, 6.632, 3.565], [3.176, 7.737, 4.178], [1.229, 7.604, 2.658], [1.425, 6.403, 0.509], [5.031, 2.316, -0.517], [7.407, 1.812, -0.908], [8.982, 3.620, -1.504], [8.158, 5.941, -1.749], [5.764, 6.437, -1.427], [-0.732, 4.868, -4.320], [-1.976, 6.958, -4.023], [-2.385, 7.854, -1.758], [-1.562, 6.622, 0.223], [-0.273, 4.545, -0.065], [1.273, 4.670, -4.730], [2.670, 4.083, -6.652], [3.763, 1.870, -6.769], [3.408, 0.223, -4.955], [1.945, 0.773, -3.056]]}

---

{"formula": "C18H36LiO18", "method": "ωB97M-V/def2-TZVPD", "lumo_energy_ev": -1.739, "charge": 1, "e_above_lowest_kj_mol": 262.3, "homo_lumo_gap_ev": 11.357, "symbols": ["Li", "C", "O", "C", "O", "O", "C", "H", "H", "H", "H", "H", "H", "C", "O", "C", "O", "O", "C", "H", "H", "H", "H", "H", "H", "C", "O", "C", "O", "O", "C", "H", "H", "H", "H", "H", "H", "C", "O", "C", "O", "O", "C", "H", "H", "H", "H", "H", "H", "C", "O", "C", "O", "O", "C", "H", "H", "H", "H", "H", "H", "C", "O", "C", "O", "O", "C", "H", "H", "H", "H", "H", "H"], "xyz": [[0.116, 0.098, 0.085], [-4.138, 1.271, -0.307], [-3.873, 0.994, -1.749], [-2.574, 1.199, -2.105], [-1.636, 1.322, -1.425], [-2.519, 1.115, -3.517], [-1.308, 1.637, -4.179], [-5.287, 1.853, -0.150], [-3.427, 1.724, 0.103], [-4.234, 0.374, 0.299], [-0.566, 0.747, -4.264], [-0.774, 2.221, -3.608], [-1.458, 1.918, -5.072], [-0.832, 4.032, 0.416], [-0.152, 3.782, 1.662], [0.498, 2.750, 1.957], [0.420, 1.683, 1.285], [1.394, 2.758, 2.948], [2.561, 1.952, 3.009], [-0.397, 3.491, -0.450], [-0.735, 5.031, 0.115], [-1.790, 3.732, 0.688], [3.235, 2.426, 3.675], [2.942, 1.926, 1.857], [2.489, 0.961, 3.223], [1.454, -2.363, 3.633], [2.690, -2.180, 2.803], [2.712, -1.391, 1.736], [1.731, -0.793, 1.254], [3.868, -1.441, 1.148], [4.255, -0.856, -0.096], [1.436, -2.961, 4.367], [0.506, -2.248, 3.146], [1.546, -1.352, 4.112], [3.529, -1.086, -1.034], [5.252, -0.962, -0.502], [4.344, 0.311, 0.003], [3.059, 3.073, -1.039], [2.879, 2.275, -2.216], [1.960, 1.219, -2.276], [1.215, 1.049, -1.325], [2.051, 0.314, -3.303], [1.511, -0.921, -3.399], [2.021, 3.468, -0.528], [3.799, 3.718, -1.565], [3.532, 2.497, -0.280], [0.547, -0.854, -3.645], [1.549, -1.542, -2.452], [1.847, -1.478, -4.417], [-2.576, -2.226, -3.223], [-1.696, -3.161, -2.536], [-0.883, -2.830, -1.514], [-0.638, -1.690, -1.088], [-0.296, -3.903, -1.026], [0.887, -3.680, -0.059], [-3.259, -2.290, -2.396], [-2.952, -2.641, -4.109], [-2.192, -1.272, -3.206], [1.375, -3.013, -0.628], [1.284, -4.750, 0.181], [0.446, -3.209, 0.792], [-1.502, 0.841, 3.844], [-2.260, -0.305, 3.594], [-2.214, -1.060, 2.450], [-1.263, -0.879, 1.660], [-3.055, -2.023, 2.348], [-3.096, -2.851, 1.238], [-1.509, 0.978, 5.028], [-1.946, 1.826, 3.579], [-0.658, 0.806, 3.558], [-2.152, -3.224, 1.157], [-3.253, -2.318, 0.400], [-3.835, -3.619, 1.337]]}

---

{"formula": "C5H12O2", "method": "ωB97M-V/def2-TZVPD", "lumo_energy_ev": 0.801, "charge": 0, "e_above_lowest_kj_mol": 53.0, "homo_lumo_gap_ev": 10.900, "symbols": ["C", "C", "C", "O", "C", "C", "O", "H", "H", "H", "H", "H", "H", "H", "H", "H", "H", "H", "H"], "xyz": [[-1.585, 2.165, 0.127], [-1.207, 0.724, 0.452], [-0.032, 0.212, -0.384], [1.097, 1.062, -0.277], [0.353, -1.219, -0.002], [1.530, -1.743, -0.816], [0.693, -1.164, 1.382], [-0.714, 2.818, 0.228], [-1.955, 2.259, -0.901], [-2.369, 2.527, 0.800], [-0.935, 0.631, 1.510], [-2.066, 0.057, 0.294], [-0.306, 0.218, -1.448], [1.432, 0.936, 0.623], [-0.528, -1.866, -0.147], [2.441, -1.215, -0.521], [1.673, -2.819, -0.660], [1.379, -1.578, -1.888], [1.101, -2.003, 1.630]]}

---

{"formula": "C3H9OS", "method": "ωB97M-V/def2-TZVPD", "lumo_energy_ev": [0.854, -2.237], "charge": 0, "spin_multiplicity": 2, "e_above_lowest_kj_mol": 79.2, "homo_lumo_gap_ev": [10.562, 7.085], "symbols": ["C", "S", "H", "H", "H", "C", "O", "C", "H", "H", "H", "H", "H", "H"], "xyz": [[-0.175, 0.638, 2.610], [-1.468, -0.623, 2.508], [0.862, 0.335, 2.793], [-0.427, 1.248, 3.493], [-0.031, 1.204, 1.683], [0.525, -0.230, -1.003], [-0.110, -1.303, -0.304], [0.060, -0.137, -2.444], [1.620, -0.320, -0.880], [0.235, 0.681, -0.480], [-0.742, -0.930, 0.316], [-0.947, 0.319, -2.500], [-0.186, -1.187, -2.671], [0.783, 0.303, -3.121]]}

---

{"formula": "C5H11NO", "method": "ωB97M-V/def2-TZVPD", "lumo_energy_ev": 0.834, "charge": 0, "e_above_lowest_kj_mol": 305.7, "homo_lumo_gap_ev": 9.456, "symbols": ["C", "C", "C", "C", "N", "C", "H", "H", "H", "H", "H", "H", "H", "H", "H", "O", "H", "H"], "xyz": [[1.325, -1.691, 1.544], [0.450, -1.284, 0.639], [0.544, -0.012, -0.150], [1.305, 1.013, 0.188], [-0.140, -0.212, -1.380], [-0.610, 1.090, -1.830], [2.151, -1.111, 1.785], [1.408, -2.504, 2.192], [-0.465, -1.883, 0.329], [1.527, 1.896, -0.420], [1.831, 1.235, 1.129], [-0.913, -0.881, -1.269], [0.141, 1.465, -2.536], [-1.588, 1.186, -2.307], [-0.554, 1.877, -1.054], [-2.343, 0.240, 1.163], [-2.129, 0.020, 0.307], [-1.941, -0.444, 1.670]]}

---

{"formula": "C2H4N4", "method": "ωB97M-V/def2-TZVPD", "lumo_energy_ev": 0.861, "charge": 0, "e_above_lowest_kj_mol": 56.2, "homo_lumo_gap_ev": 10.022, "symbols": ["N", "C", "N", "C", "N", "N", "H", "H", "H", "H"], "xyz": [[1.778, -0.212, -0.322], [0.438, -0.020, -0.082], [-0.102, 1.169, -0.029], [-1.421, 0.886, 0.240], [-1.718, -0.354, 0.432], [-0.509, -1.024, 0.206], [2.335, 0.629, -0.197], [2.223, -1.038, 0.046], [-2.212, 1.621, 0.231], [-0.812, -1.658, -0.526]]}

---

{"formula": "CH3FOS", "method": "ωB97M-V/def2-TZVPD", "lumo_energy_ev": -1.332, "charge": 0, "e_above_lowest_kj_mol": 187.2, "homo_lumo_gap_ev": 8.803, "symbols": ["O", "C", "S", "F", "H", "H", "H"], "xyz": [[1.144, 0.376, -0.692], [0.400, 0.010, 0.375], [-1.260, 0.696, 0.318], [-2.138, -0.882, -0.478], [0.721, -0.021, -1.479], [0.346, -0.959, 0.787], [0.787, 0.780, 1.169]]}

---

{"formula": "C13H20O8S2", "method": "ωB97M-V/def2-TZVPD", "lumo_energy_ev": 3.382, "charge": -2, "homo_lumo_gap_ev": 1.336, "symbols": ["C", "C", "C", "O", "C", "O", "C", "S", "C", "C", "C", "C", "O", "O", "O", "C", "O", "C", "S", "H", "H", "H", "H", "H", "H", "H", "H", "H", "H", "H", "H", "H", "H", "H", "H", "O", "C", "C", "O", "H", "H", "H", "H"], "xyz": [[4.190, 1.613, 1.727], [3.051, 1.057, 0.880], [2.695, 2.051, -0.223], [1.987, 1.485, -1.310], [0.626, 1.794, -1.340], [0.194, 2.479, -2.210], [-0.181, 1.195, -0.222], [-1.710, 0.392, -0.889], [-2.082, -0.545, 0.588], [-3.187, -0.074, 1.514], [-3.135, -1.237, 2.517], [-2.603, -2.397, 1.669], [-2.401, -3.524, 2.037], [-2.363, -1.961, 0.419], [3.446, -0.172, 0.254], [3.333, -1.279, 1.011], [2.480, -1.457, 1.833], [4.446, -2.250, 0.702], [4.076, -3.959, 1.142], [4.154, 1.221, 2.743], [5.150, 1.393, 1.261], [4.071, 2.696, 1.805], [2.179, 0.904, 1.513], [2.110, 2.857, 0.230], [3.610, 2.484, -0.636], [0.420, 0.425, 0.265], [-0.433, 1.956, 0.522], [-1.159, -0.526, 1.183], [-4.156, 0.002, 1.023], [-2.861, 0.885, 1.918], [-2.329, -1.024, 3.228], [-4.049, -1.486, 3.047], [5.323, -1.917, 1.261], [4.671, -2.218, -0.361], [3.533, -3.704, 2.336], [-4.071, 0.980, -5.668], [-3.604, 0.466, -4.504], [-4.670, 0.248, -3.361], [-4.207, -0.259, -2.180], [-2.805, 1.088, -4.005], [-3.115, -0.545, -4.602], [-5.457, -0.387, -3.850], [-5.167, 1.251, -3.268]]}